DFT (ωB97M-V/def2-TZVPD) results for a structure of composition C13H34Cl2N3OP2V at a distorted geometry.

The geometry in XYZ format:
```
56
Properties=species:S:1:pos:R:3:forces:R:3
C 2.2771 0.3864 -3.8477 -1.244 0.408 -0.122
C 2.6303 0.5951 -2.4829 4.822 -0.275 5.206
H 3.1169 0.5795 -4.5352 0.116 0.022 0.465
H 1.4549 1.0978 -4.0590 0.120 -0.329 -0.187
H 1.9086 -0.6486 -3.9438 0.014 0.165 0.019
O 3.1904 0.6478 -1.4516 -3.804 0.017 -5.747
Cl -2.0911 -1.0436 -2.0940 0.738 0.306 -0.786
V -0.9552 -0.0817 -0.4073 -2.574 -0.686 0.131
P -0.5537 2.3909 -0.7179 -0.640 1.248 0.778
C 0.6649 3.2092 0.3859 0.289 -0.094 0.052
C -0.1093 3.2061 -2.2743 -0.256 -0.001 -0.432
H -0.0427 4.2926 -2.1054 0.014 -0.401 -0.171
H -2.1416 4.2427 -0.5629 0.108 -0.149 0.163
H -0.8751 2.9954 -3.0314 0.219 0.099 0.065
H -2.9383 2.6248 -0.3837 0.354 0.526 0.013
H 1.6766 2.8328 0.2083 0.023 0.124 0.085
H 0.8615 2.8346 -2.6312 -0.140 0.219 0.023
C -2.0617 3.2402 -0.1251 -0.457 -0.169 -0.379
H 0.6614 4.2898 0.1846 -0.072 -0.310 0.061
H -2.0320 3.3015 0.9713 0.081 -0.013 -0.321
H 0.4120 3.0527 1.4418 0.039 -0.060 -0.246
P -0.3683 -2.6504 -0.3395 -0.543 0.017 0.511
C 0.8064 -3.3175 0.8767 0.229 -0.066 0.085
C -1.9325 -3.2535 0.3540 -0.199 -0.229 -0.113
H -0.8137 -3.7240 -2.4472 0.246 -0.025 0.038
H 0.3712 -4.6407 -1.4383 -0.129 0.213 -0.250
H 0.8831 -3.1733 -2.3302 -0.143 -0.198 0.036
C 0.0566 -3.6484 -1.7887 -0.167 -0.009 -0.195
H -2.7883 -2.6879 -0.0232 0.153 -0.199 -0.016
H -2.0166 -4.3093 0.0797 -0.228 0.038 0.207
H 0.7396 -4.4093 0.7894 0.174 0.206 0.279
H 0.5535 -3.0115 1.8999 0.065 -0.060 -0.250
H -1.9058 -3.1490 1.4444 0.056 -0.084 -0.202
H 1.8296 -3.0004 0.6436 -0.087 -0.162 0.099
Cl -3.4591 0.4110 0.1288 0.636 -0.130 -0.289
C -2.3566 -0.1422 3.9231 -0.168 -0.142 -0.196
N -0.8965 -0.0010 3.8838 0.482 0.155 -0.981
C -0.2745 0.4977 5.1039 0.514 -0.068 0.441
C -0.3406 0.0520 2.6365 -1.069 -0.098 0.044
N -1.1398 0.1720 1.5888 -0.906 0.177 0.717
N 0.9649 -0.0692 2.3035 -0.110 -0.009 -0.260
C 2.0492 -0.3848 3.2180 0.190 -0.006 0.416
C 1.1480 -0.0517 0.8509 0.601 0.267 0.589
H -2.6525 -0.2778 4.9650 -0.015 -0.013 -0.268
H -2.6489 -1.0277 3.3381 -0.045 0.318 0.276
H -2.8735 0.7422 3.5030 0.112 -0.298 0.355
H 0.2529 -0.3174 5.6266 -0.150 0.431 -0.048
H 0.4234 1.3310 4.9146 -0.345 -0.348 0.052
H -1.0868 0.8570 5.7497 0.472 -0.002 -0.144
H -2.1219 0.4137 1.8165 0.949 -0.347 -0.318
H 2.9147 -0.7296 2.6419 -0.215 0.092 0.192
H 2.3259 0.5116 3.7884 0.151 -0.339 -0.106
H 1.7646 -1.1812 3.9261 0.068 0.281 -0.357
H 0.5852 -0.8965 0.3819 1.080 -0.002 0.433
H 0.7476 0.8865 0.4337 0.828 -0.045 0.377
H 2.2033 -0.1611 0.5903 -0.235 0.037 0.176
```
Forces are in eV/Å.

Summary:
max |F|	7.10	eV Å⁻¹
HOMO level (spin up / spin down)	-0.5103 / -0.5182	Ha
energy relative to the best compared isomer or geometry (same formula, charge and spin)	2.178	eV
charge	+2
⟨S²⟩	2.04
multiplicity	3
frontier orbital gap (spin up / spin down)	4.745 / 4.930	eV

Results of the natural (NBO) charge analysis, in e, for atoms 1 through 5:
1 C -0.831
2 C 0.985
3 H 0.371
4 H 0.347
5 H 0.355